Here is a molecular structure, C40H37IN2O2SSiTi from the Open Molecules 2025 dataset. Energies are from ωB97M-V/def2-TZVPD.

Element x y z (Å)
Ti  -0.61  0.19  -0.81
C  3.33  2.19  4.36
C  3.83  2.34  2.92
C  3.05  3.48  2.26
C  5.32  2.72  2.92
C  3.63  1.01  2.20
C  4.35  -0.11  2.63
C  4.21  -1.35  2.05
C  3.28  -1.49  1.02
S  2.85  -2.90  0.11
C  1.66  -1.96  -0.72
N  1.60  -0.70  -0.40
C  2.53  -0.40  0.59
C  2.72  0.87  1.16
C  0.70  -2.51  -1.67
C  0.92  -3.73  -2.33
C  0.01  -4.16  -3.26
C  -1.11  -3.37  -3.54
C  -1.31  -2.18  -2.87
C  -0.43  -1.71  -1.89
H  3.46  3.13  4.90
H  3.89  1.42  4.90
H  2.28  1.92  4.38
H  3.25  4.41  2.80
H  1.97  3.32  2.27
H  3.35  3.63  1.22
H  5.46  3.67  3.43
H  5.69  2.82  1.90
H  5.93  1.97  3.43
H  5.05  -0.01  3.45
H  4.79  -2.20  2.40
H  2.15  1.70  0.77
H  1.81  -4.31  -2.12
H  0.16  -5.10  -3.79
H  -1.82  -3.69  -4.29
H  -2.18  -1.58  -3.14
O  -0.01  3.68  1.02
C  -0.09  2.49  0.78
O  0.15  1.95  -0.40
C  -0.42  1.47  1.79
C  -0.46  1.77  3.15
C  -0.53  0.77  4.08
C  -0.50  -0.59  3.62
C  -0.43  -1.68  4.50
C  -0.37  -2.98  4.04
C  -0.39  -3.22  2.67
C  -0.46  -2.16  1.78
C  -0.51  -0.84  2.22
N  -0.54  0.19  1.31
H  -0.41  2.82  3.43
H  -0.56  0.97  5.14
H  -0.42  -1.48  5.57
H  -0.31  -3.80  4.74
H  -0.35  -4.23  2.29
H  -0.50  -2.36  0.72
I  -2.93  2.84  -1.40
C  -2.88  2.03  -3.32
C  -3.92  2.32  -4.16
C  -3.85  1.97  -5.53
C  -2.70  1.43  -6.02
C  -1.60  1.15  -5.17
C  -0.37  0.70  -5.70
C  0.70  0.51  -4.87
C  0.53  0.61  -3.48
C  -0.66  0.95  -2.88
C  -1.71  1.36  -3.76
H  -4.79  2.84  -3.79
H  -4.68  2.18  -6.18
H  -2.59  1.21  -7.08
H  -0.28  0.56  -6.77
H  1.66  0.22  -5.28
H  1.38  0.33  -2.86
C  -3.79  0.08  1.24
Si  -3.07  -0.72  -0.32
C  -3.16  -2.59  0.04
C  -4.40  -0.49  -1.67
H  -4.83  -0.24  1.37
H  -3.77  1.17  1.20
H  -3.23  -0.23  2.13
H  -4.21  -2.90  -0.07
H  -2.86  -2.82  1.06
H  -2.56  -3.20  -0.64
H  -5.25  -1.11  -1.38
H  -4.09  -0.80  -2.67
H  -4.75  0.54  -1.74

Results
**Charge**: -1
**Max |F|**: 0.7 eV/A
**Multiplicity**: 2
**HOMO-LUMO gap (alpha / beta)**: 5.089 / 7.051 eV
**Energy**: -99089.237 eV
**HOMO energy (alpha / beta)**: -0.1034 / -0.1787 Ha



Here is 2 unconnected molecules or ions with the total composition C4H9O2 from the Open Molecules 2025 dataset. Energies are from ωB97M-V/def2-TZVPD.

Element x y z (Å)
C  -1.52  0.16  -1.84
C  -0.07  -0.42  -2.11
O  0.82  0.46  -2.02
O  0.03  -1.62  -2.41
H  -1.46  1.14  -1.39
H  -2.17  -0.58  -1.37
H  -1.90  0.32  -2.86
C  0.83  -0.62  1.43
C  0.73  0.71  2.17
H  -0.14  -1.01  1.13
H  1.31  -0.41  0.47
H  1.38  -1.42  1.93
H  1.73  1.09  2.37
H  0.11  0.77  3.06
H  0.32  1.42  1.44

Results
**Charge**: -1
**Max |F|**: 1.6 eV/A
**Multiplicity**: 1
**HOMO-LUMO gap**: 7.827 eV
**Energy**: -8390.268 eV
**HOMO energy**: -0.1412 Ha



Here is a single C8H5Cl2NO2 molecule from the Open Molecules 2025 dataset. Energies are from ωB97M-V/def2-TZVPD.

Element x y z (Å)
O  -0.10  1.56  2.61
C  0.02  1.39  1.44
N  -0.26  2.27  0.40
C  -0.17  1.85  -0.95
O  -0.41  2.45  -1.93
C  0.48  0.31  -0.71
Cl  2.08  0.63  -1.46
C  -0.26  -0.72  -1.49
Cl  -0.51  -0.58  -3.16
C  -0.64  -1.89  -0.91
C  -0.40  -2.15  0.53
C  0.17  -1.24  1.34
C  0.63  0.10  0.82
H  -0.68  3.20  0.54
H  -1.22  -2.71  -1.51
H  -0.77  -3.13  1.06
H  0.34  -1.32  2.35
H  1.69  -0.03  1.03

Results
**SMILES**: O=C1NC(=O)[C@]2(Cl)C(Cl)=CC=C[C@H]12
**Max |F|**: 4.6 eV/A
**Multiplicity**: 1
**HOMO-LUMO gap**: 8.756 eV
**Energy**: -39006.216 eV
**HOMO energy**: -0.3276 Ha



Here is a single C6H11N molecule from the Open Molecules 2025 dataset. Energies are from ωB97M-V/def2-TZVPD.

Element x y z (Å)
C  1.75  -0.52  0.11
C  0.55  0.38  0.39
C  0.64  1.59  -0.53
C  -0.57  -0.66  0.11
C  -1.86  -0.51  0.89
C  -0.89  -0.70  -1.32
N  -1.39  -0.69  -2.36
H  1.37  -0.96  -0.90
H  1.88  -1.21  0.97
H  2.71  -0.05  -0.10
H  0.41  0.71  1.43
H  1.21  2.39  -0.04
H  -0.33  1.99  -0.82
H  1.19  1.33  -1.44
H  -0.14  -1.64  0.36
H  -2.56  -1.31  0.60
H  -1.65  -0.61  1.96
H  -2.32  0.46  0.69

Results
**SMILES**: CC(C)[C@@H](C)C#N
**Max |F|**: 2.3 eV/A
**Multiplicity**: 1
**HOMO-LUMO gap**: 12.232 eV
**Energy**: -7889.760 eV
**HOMO energy**: -0.4160 Ha



Here is a molecular structure, C16H24Cl3CsFIK2N4O9P from the Open Molecules 2025 dataset. Energies are from ωB97M-V/def2-TZVPD.

Element x y z (Å)
C  2.81  -2.61  1.05
C  2.93  -1.44  0.28
C  3.11  -0.22  -0.82
C  2.11  -0.45  -2.09
C  0.94  0.71  -2.15
N  -0.44  0.18  -1.83
C  -1.20  -1.01  -2.40
N  -2.61  -1.11  -1.78
C  -3.69  -2.12  -2.11
N  -4.29  -2.80  -0.90
C  -5.79  -2.52  -0.88
C  -2.85  -0.01  -0.76
C  -1.41  0.80  -0.85
P  -1.34  2.34  0.28
O  0.25  3.03  0.41
I  -1.83  1.58  2.62
H  2.52  -3.68  1.50
H  4.21  -0.26  -1.23
H  2.92  0.82  -0.28
H  2.66  -0.51  -3.12
H  1.55  -1.47  -1.92
H  0.90  1.08  -3.28
H  1.30  1.62  -1.51
H  -0.75  -1.70  -3.23
H  -3.25  -2.93  -2.85
H  -4.54  -1.54  -2.70
H  -3.83  -2.51  -0.01
H  -6.27  -2.65  -1.96
H  -5.93  -1.42  -0.49
H  -6.36  -3.27  -0.17
H  -3.81  0.20  -0.11
H  0.21  3.86  -0.18
C  1.37  -2.49  4.94
C  2.26  -2.32  6.12
O  2.90  -3.57  6.23
C  2.95  -4.06  4.96
O  3.67  -4.98  4.60
O  2.10  -3.38  4.12
F  1.53  -2.12  7.24
H  0.40  -2.95  5.19
H  1.18  -1.55  4.42
H  3.01  -1.53  6.01
O  -5.71  -0.65  -5.04
C  -4.93  -0.27  -6.06
C  -3.40  -0.30  -5.60
O  -2.62  0.10  -6.62
H  -5.10  0.74  -6.47
H  -4.97  -0.88  -6.98
H  -3.23  -1.31  -5.20
H  -3.35  0.31  -4.68
K  -2.06  4.09  3.08
Cs  -1.16  2.71  -2.22
C  3.55  4.82  0.18
Cl  3.00  6.49  -0.07
Cl  4.28  4.18  -1.30
Cl  4.69  4.73  1.53
H  2.67  4.21  0.42
N  6.64  4.99  4.31
O  7.14  4.41  3.33
O  5.65  4.50  4.88
O  7.12  6.06  4.71
K  2.14  0.07  7.45

Results
**Charge**: +1
**Max |F|**: 10.4 eV/A
**Multiplicity**: 1
**HOMO-LUMO gap**: 2.167 eV
**Energy**: -132207.315 eV
**HOMO energy**: -0.2834 Ha



Here is a molecular structure, C31H33AlClN2O2Si2 from the Open Molecules 2025 dataset. Energies are from ωB97M-V/def2-TZVPD.

Element x y z (Å)
C  -1.25  -0.44  1.86
C  -2.08  0.19  0.90
C  -2.17  -0.66  -0.23
H  -2.57  1.14  1.02
C  -1.39  -1.81  0.03
C  -0.82  -1.67  1.31
H  -0.17  -2.38  1.80
H  -0.99  -0.05  2.83
H  -2.73  -0.47  -1.12
H  -1.23  -2.62  -0.66
Al  0.00  0.00  0.00
Si  3.33  0.40  -8.68
C  2.33  1.91  -9.18
C  2.74  2.73  -10.23
H  3.64  2.48  -10.79
C  2.01  3.86  -10.59
H  2.34  4.48  -11.41
C  0.86  4.18  -9.89
H  0.29  5.06  -10.17
C  0.43  3.38  -8.84
H  -0.47  3.63  -8.30
C  1.16  2.25  -8.49
H  0.81  1.63  -7.68
C  2.41  -1.17  -9.11
C  1.20  -1.12  -9.82
H  0.78  -0.16  -10.10
C  0.53  -2.28  -10.16
H  -0.41  -2.22  -10.71
C  1.05  -3.52  -9.80
H  0.52  -4.43  -10.06
C  2.24  -3.59  -9.10
H  2.65  -4.55  -8.81
C  2.91  -2.42  -8.76
H  3.84  -2.49  -8.20
H  3.60  0.38  -7.22
Si  0.10  0.21  -2.47
C  -0.41  -1.38  -3.37
C  -1.49  -1.37  -4.27
H  -1.93  -0.43  -4.56
C  -1.99  -2.55  -4.80
H  -2.82  -2.51  -5.50
C  -1.43  -3.77  -4.46
H  -1.82  -4.69  -4.88
C  -0.35  -3.80  -3.58
H  0.10  -4.74  -3.31
C  0.14  -2.62  -3.04
H  0.98  -2.66  -2.36
C  -0.96  1.56  -3.28
C  -2.19  1.91  -2.72
H  -2.50  1.43  -1.80
C  -3.01  2.86  -3.30
H  -3.96  3.11  -2.85
C  -2.61  3.49  -4.47
H  -3.25  4.24  -4.93
C  -1.40  3.16  -5.05
H  -1.08  3.65  -5.96
C  -0.58  2.20  -4.46
H  0.36  1.95  -4.92
H  4.64  0.48  -9.38
Cl  2.07  0.61  -3.34
C  3.10  0.20  3.36
O  2.63  1.25  2.60
C  1.70  1.10  1.62
O  1.36  -0.01  1.24
N  1.11  2.18  1.06
N  0.15  1.97  0.09
H  2.26  -0.28  3.91
H  3.83  0.58  4.10
H  3.59  -0.56  2.71
H  1.37  3.14  1.35
H  0.49  2.42  -0.79
H  -0.73  2.43  0.40

Results
**Charge**: +1
**Max |F|**: 5.1 eV/A
**Multiplicity**: 1
**HOMO-LUMO gap**: 7.427 eV
**Energy**: -74628.751 eV
**HOMO energy**: -0.3878 Ha



Here is a molecular structure, C22H32Cl5O22Y from the Open Molecules 2025 dataset. Energies are from ωB97M-V/def2-TZVPD.

Element x y z (Å)
Y  -11.80  4.97  25.85
Cl  -13.69  4.37  28.88
O  -13.42  3.37  29.88
O  -12.73  5.46  28.86
O  -13.65  3.93  27.48
O  -14.99  4.98  28.91
C  -17.00  4.63  23.75
C  -16.35  5.65  22.77
O  -15.35  6.22  23.62
C  -14.95  5.26  24.40
O  -13.87  5.28  25.01
O  -15.79  4.24  24.42
H  -17.47  3.82  23.19
H  -17.77  4.89  24.55
H  -16.99  6.46  22.44
H  -15.98  5.13  21.89
C  -16.52  3.62  32.10
C  -15.76  4.80  32.71
O  -16.66  5.90  32.63
C  -17.74  5.55  31.92
O  -18.61  6.29  31.54
O  -17.60  4.27  31.51
H  -16.81  2.73  32.65
H  -15.83  3.27  31.32
H  -14.97  5.12  32.03
H  -15.33  4.51  33.67
C  -12.57  -0.31  23.79
C  -11.13  -0.42  24.31
O  -10.87  0.91  24.66
C  -12.01  1.50  24.96
O  -12.01  2.66  25.37
O  -13.02  0.80  24.56
H  -13.13  -1.22  24.01
H  -12.62  -0.22  22.71
H  -10.53  -0.89  23.54
H  -11.09  -1.13  25.15
C  -8.81  1.56  29.42
C  -8.71  2.85  30.23
O  -9.49  3.76  29.42
C  -9.96  3.15  28.33
O  -10.74  3.64  27.52
O  -9.35  2.00  28.16
H  -9.41  0.79  29.90
H  -7.81  1.14  29.33
H  -7.67  3.14  30.34
H  -9.22  2.82  31.19
C  -17.48  8.10  29.91
C  -16.33  8.39  28.98
O  -17.01  9.07  27.91
C  -18.26  8.54  27.84
O  -19.03  8.71  26.95
O  -18.54  7.87  29.00
H  -17.78  9.02  30.42
H  -17.36  7.20  30.49
H  -15.91  7.56  28.40
H  -15.66  9.18  29.32
C  -14.96  1.47  27.03
C  -16.09  0.92  27.88
O  -16.81  0.20  26.91
C  -16.60  0.70  25.68
O  -17.25  0.46  24.71
O  -15.32  1.20  25.68
H  -14.07  0.85  27.19
H  -14.73  2.53  27.19
H  -16.71  1.61  28.46
H  -15.75  0.21  28.64
Cl  -19.23  3.15  28.98
C  -18.80  4.80  28.41
C  -17.83  4.81  27.24
Cl  -18.59  4.28  25.71
H  -18.34  5.28  29.27
H  -19.72  5.26  28.07
H  -16.88  4.30  27.37
H  -17.50  5.84  27.11
Cl  -11.36  1.08  31.78
C  -11.70  2.62  32.67
C  -12.20  2.34  34.07
Cl  -13.86  1.73  34.21
H  -12.46  3.18  32.13
H  -10.76  3.16  32.67
H  -12.05  3.20  34.72
H  -11.54  1.59  34.53

Results
**Charge**: +2
**Max |F|**: 5.8 eV/A
**Multiplicity**: 1
**HOMO-LUMO gap**: 5.323 eV
**Energy**: -132008.831 eV
**HOMO energy**: -0.5141 Ha



Here is a molecular structure, C32H41FN2O7SiTb from the Open Molecules 2025 dataset. Energies are from ωB97M-V/def2-TZVPD.

Element x y z (Å)
C  -4.16  -7.18  0.58
C  -4.21  -6.08  -0.58
C  -3.03  -5.02  -0.57
C  -3.42  -3.51  -0.77
C  -2.36  -2.38  -0.80
C  -0.84  -2.76  -0.62
C  -0.38  -4.23  -0.43
C  1.18  -4.57  -0.30
C  1.67  -4.79  -1.82
O  2.86  -4.71  -2.19
N  0.63  -5.06  -2.88
C  0.63  -3.97  -3.92
C  0.96  -6.32  -3.64
C  -1.52  -5.32  -0.41
O  -1.06  -6.69  -0.26
N  -0.69  -6.84  1.05
O  0.02  -7.79  1.13
C  0.17  -1.49  -0.71
O  1.14  -1.62  -1.49
C  -0.26  -0.22  0.12
C  -1.79  0.14  -0.06
C  -2.33  1.39  0.65
C  -1.39  2.27  1.55
C  -2.15  3.55  2.15
C  -1.65  4.93  1.45
C  -2.05  4.92  -0.13
C  -1.00  5.76  -1.04
C  0.40  5.00  -1.25
O  1.12  5.56  -2.41
C  2.45  5.89  -2.11
C  3.75  5.22  -2.86
O  2.76  6.80  -1.22
C  0.13  1.92  1.82
Si  1.24  3.00  2.93
C  2.40  4.00  1.72
C  0.41  4.30  4.04
C  2.45  2.04  4.08
C  0.68  0.64  1.06
C  2.17  0.09  1.18
C  2.42  -0.81  2.53
F  3.20  1.11  1.00
C  -2.72  -0.81  -0.98
O  -3.61  -0.39  -1.74
H  -4.85  -8.04  0.24
H  -3.13  -7.66  0.75
H  -4.60  -6.83  1.58
H  -5.21  -5.51  -0.47
H  -4.26  -6.61  -1.59
H  -4.53  -3.24  -0.92
H  1.35  -5.53  0.29
H  1.72  -3.66  0.17
H  0.17  -2.99  -3.54
H  1.68  -3.80  -4.36
H  -0.03  -4.28  -4.82
H  -0.01  -6.75  -4.10
H  1.65  -6.08  -4.54
H  1.42  -7.14  -2.99
H  -3.44  1.64  0.49
H  -3.28  3.51  1.91
H  -2.10  3.61  3.30
H  -2.18  5.85  1.89
H  -0.51  5.06  1.47
H  -3.12  5.30  -0.31
H  -2.04  3.85  -0.57
H  -0.78  6.73  -0.48
H  -1.47  5.89  -2.07
H  0.29  3.87  -1.46
H  1.02  5.17  -0.30
H  4.69  5.34  -2.24
H  3.55  4.14  -3.18
H  3.92  5.83  -3.85
H  2.25  3.59  0.65
H  2.11  5.12  1.72
H  3.48  3.92  2.08
H  -0.47  3.86  4.66
H  1.18  4.61  4.84
H  0.08  5.27  3.53
H  2.75  2.77  4.93
H  1.85  1.20  4.58
H  3.39  1.69  3.55
H  2.44  -0.67  0.34
H  1.64  -0.48  3.30
H  2.39  -1.93  2.30
H  3.45  -0.52  2.98
Tb  3.29  7.92  -3.60

Results
**Charge**: +3
**Max |F|**: 5.5 eV/A
**Multiplicity**: 7
**HOMO-LUMO gap (alpha / beta)**: 4.055 / 3.739 eV
**Energy**: -84144.287 eV
**HOMO energy (alpha / beta)**: -0.5395 / -0.5389 Ha